Molecular formula: C30H39F12N15O33S12
Method: DFT, ωB97M-V/def2-TZVPD

- orbital gap (eV) = 1.1
- HOMO (eV) = -1.588
- LUMO level (eV) = -0.49
- total energy (hartree) = -10446.2409
- largest force on an atom (eV/Å) = 10.73

Structure (ORCA input):
```
! wB97M-V def2-TZVPD RIJCOSX def2/J DEFGRID3
* xyz -4 1
C -2.77782 -0.14921 -3.51902
C -2.03548 1.28541 -3.36696
N -1.38464 1.29747 -2.07600
C -2.00956 1.46037 -0.83513
C -1.07487 1.37766 0.16027
N 0.14990 1.24241 -0.56061
C -0.03166 1.15370 -1.92868
C 1.36258 1.02551 0.17806
H -2.88331 -0.48819 -4.54960
H -3.75295 -0.23464 -3.03952
H -2.19793 -0.91242 -3.00004
H -2.75115 2.10425 -3.29336
H -1.29221 1.45597 -4.14578
H -3.08467 1.36509 -0.87304
H -1.18892 1.23628 1.22489
H 0.73148 1.08935 -2.69018
H 1.84558 0.17328 -0.29998
H 1.25682 0.76638 1.23152
H 1.92560 1.95801 0.13862
C 0.50192 6.00539 7.58741
N 0.51132 6.31757 6.15558
C -0.46808 6.99759 5.59117
C -0.58018 7.13401 4.19802
C 0.49874 6.69676 3.41675
C 1.53382 5.99003 4.06260
C 1.47915 5.71848 5.44724
C 0.50319 6.64413 1.92040
C -0.72563 6.34490 1.23209
C -0.77611 6.26204 -0.15941
N 0.28906 6.64209 -0.90549
C 1.47544 7.02089 -0.34803
C 1.64818 6.88274 1.04758
C 0.12685 6.64499 -2.36137
H 1.56679 5.99250 7.81981
H 0.03948 5.02688 7.71677
H -0.03850 6.82522 8.06062
H -1.29266 7.33835 6.19973
H -1.43403 7.49160 3.64172
H 2.35238 5.58140 3.48868
H 2.23116 5.18769 6.01215
H -1.59804 6.12144 1.82822
H -1.75165 6.09125 -0.59017
H 2.34323 7.21622 -0.96054
H 2.58380 7.20912 1.47711
H -0.18681 7.65268 -2.63393
H -0.69562 6.00785 -2.68647
H 1.08368 6.37059 -2.80552
C 1.58066 -5.99651 1.40427
N 2.77918 -6.51456 2.10146
C 3.20552 -7.76665 1.77538
C 4.38449 -8.27599 2.32852
C 5.20290 -7.48276 3.09648
C 4.72638 -6.18885 3.39030
C 3.53308 -5.72735 2.87147
C 6.56719 -7.97676 3.48676
C 6.93720 -8.03189 4.80495
C 8.31875 -8.18550 5.10113
N 9.23968 -8.38660 4.08454
C 8.79140 -8.47814 2.78397
C 7.36739 -8.34182 2.50168
C 10.63543 -8.82865 4.29979
H 1.46747 -4.96596 1.74083
H 0.76310 -6.64324 1.72276
H 1.81060 -6.01360 0.33894
H 2.46889 -8.31164 1.20374
H 4.71322 -9.28690 2.13777
H 5.33700 -5.53909 3.99969
H 3.13031 -4.74303 3.05937
H 6.30968 -7.76505 5.64245
H 8.70147 -8.18098 6.11104
H 9.55188 -8.81386 2.09452
H 6.98896 -8.36967 1.49053
H 10.80579 -8.70015 5.36871
H 11.19570 -8.09616 3.71872
H 10.75431 -9.89226 4.09316
N -10.16867 -1.61020 -1.24240
S -9.50203 -2.76147 -2.24105
O -9.19680 -2.41724 -3.62795
O -9.91621 -4.18289 -2.04948
F -8.04638 -2.77317 -1.56454
S -11.41013 -1.57698 -2.06454
O -12.46067 -2.60309 -1.80169
O -11.37523 -0.99980 -3.40028
F -11.95684 -0.24673 -1.39377
N -0.69067 -6.23578 -8.51980
S -1.28307 -6.70570 -10.14020
O -1.30449 -5.71021 -11.17505
O -2.21669 -7.81783 -10.14719
F 0.09741 -7.48731 -10.43032
S -2.13494 -5.52567 -8.45343
O -3.30617 -6.30672 -8.10110
O -2.25757 -4.18878 -8.95522
F -1.85093 -5.09978 -6.90624
N -7.49153 3.81184 2.42540
S -7.03062 5.13292 3.51355
O -8.01766 6.13116 3.76337
O -5.60211 5.43293 3.53188
F -7.05608 4.29142 4.89536
S -7.41430 4.76796 1.28044
O -6.10646 5.27657 0.79545
O -8.63275 5.57969 1.12472
F -7.61311 3.51898 0.25706
N -6.20499 -2.32444 3.76914
S -4.80354 -2.03763 4.37914
O -3.60223 -2.33223 3.60755
O -4.72757 -2.09040 5.83801
F -4.87000 -0.45071 4.13674
S -6.06506 -3.96151 4.15052
O -6.45249 -4.37780 5.52188
O -5.02722 -4.73065 3.45691
F -7.39422 -4.26573 3.29485
N 9.02437 1.09391 -2.69677
S 8.52881 1.46820 -1.24191
O 9.60306 1.64435 -0.25585
O 7.22487 1.06005 -0.77675
F 8.17585 2.98192 -1.65665
S 9.46823 -0.49623 -2.04041
O 8.47693 -1.41865 -1.58510
O 10.78015 -0.57877 -1.43993
F 9.85982 -1.02491 -3.48644
N -5.11024 6.06646 -5.28599
S -5.66012 7.48295 -5.44188
O -7.10404 7.59144 -5.35129
O -4.91860 8.43929 -6.30175
F -5.16436 8.08380 -3.98827
S -4.99616 5.83195 -6.98828
O -3.76808 6.28214 -7.69940
O -6.26873 5.95845 -7.64780
F -4.62894 4.26726 -6.92526
N 1.64835 -2.69871 -4.95684
O 1.58100 -2.59892 -3.71591
O 2.10233 -3.67501 -5.51840
O 1.15307 -1.81387 -5.62084
N 4.49224 3.88987 -5.53007
O 4.22636 4.13064 -4.35902
O 3.68671 3.73683 -6.41819
O 5.68900 3.71807 -5.88856
N 1.39801 0.09452 6.61675
O 0.40448 0.29930 5.87875
O 1.77212 0.88938 7.44475
O 2.12024 -0.94618 6.38847
*
```

---

Molecular formula: C15H28NO18S2
Method: DFT, ωB97M-V/def2-TZVPD

- ΔE to the lowest compared entry with this formula, charge and spin (kJ/mol) = 163.9
- orbital gap (eV) = 8.2
- HOMO (eV) = -6.262
- LUMO level (eV) = 1.94
- total energy (hartree) = -2793.5384
- largest force on an atom (eV/Å) = 8.34

Structure (ORCA input):
```
! wB97M-V def2-TZVPD RIJCOSX def2/J DEFGRID3
* xyz -1 1
N 2.27114 -0.48569 1.48683
O 1.91224 0.23054 0.48068
O 3.44546 -0.54588 1.78470
O 1.36055 -1.16101 2.04371
O -4.33136 -3.44387 -1.53790
S -4.78539 -2.62490 -0.47817
O -5.92083 -3.03353 0.33474
O -3.39048 -2.35965 0.56386
C -3.02276 -3.45842 1.32238
C -1.79336 -3.10344 2.19861
C -5.26066 -1.04370 -1.09564
H -2.64155 -4.22064 0.53440
H -3.92394 -4.03769 1.81149
H -0.75213 -2.67808 1.81251
H -1.48810 -3.97326 2.58298
H -2.16836 -2.64074 3.07158
H -6.19670 -1.12825 -1.57870
H -4.46645 -0.91523 -1.73434
H -4.92969 -0.32946 -0.38746
O -0.47946 -2.13271 -3.70178
S 0.59926 -1.63962 -4.52902
O 0.68948 -0.25511 -4.71836
O 2.04393 -1.99275 -3.80827
C 2.45580 -1.19778 -2.78510
C 3.70532 -1.50055 -1.91989
C 0.52222 -2.54667 -5.99065
H 1.60431 -0.89619 -2.13871
H 2.53973 -0.22978 -3.05561
H 3.54334 -2.52664 -1.51415
H 3.98273 -0.87634 -1.14532
H 4.60637 -1.50838 -2.58940
H -0.43870 -2.35744 -6.72936
H 0.30907 -3.67750 -5.81516
H 1.35804 -2.25145 -6.65791
C -1.41630 0.37617 -0.80989
C -1.63598 0.96682 0.48699
O -2.25687 2.20599 0.29306
C -2.48857 2.29003 -0.97013
O -3.15934 3.18816 -1.56044
O -2.08193 1.21649 -1.64681
H -1.85303 -0.53856 -0.70916
H -0.22945 0.22182 -0.90171
H -0.75357 1.13834 1.04587
H -2.25084 0.45848 1.14603
C 1.84109 1.48944 4.31600
C 3.12606 0.76854 4.73414
O 3.10026 0.87313 6.13242
C 2.22047 1.72354 6.51517
O 2.13119 2.04874 7.66564
O 1.48294 2.17272 5.51008
H 0.99709 0.95414 4.01498
H 1.88019 2.31208 3.49179
H 3.83512 1.13617 4.20435
H 2.91021 -0.21642 4.23058
C 1.36474 4.93672 0.33170
C 1.16269 3.42754 0.22915
O 1.12880 3.30751 -1.08319
C 1.58273 4.20336 -1.77776
O 1.74504 4.23536 -2.99671
O 1.93066 5.21084 -0.93735
H 2.06241 5.15802 1.08636
H 0.35180 5.55845 0.50838
H 0.31576 2.86645 0.73524
H 1.99755 2.85179 0.59766
*
```

---

- Which value of HOMO does entry 2 give?
  -6.262 eV

---

- What is the HOMO in the second record?
  -6.262 eV